1.
Density functional theory data (ωB97M-V/def2-TZVPD) for a 2-piece molecular cluster, C4H7N2O overall.

Frontier orbital gap, Eh: 0.3386
Calculated total energy, eV: -9279.173

Structure (ORCA input):
```
! RIJCOSX wB97M-V def2-TZVPD def2/J DEFGRID3
* xyz 1 1
C -1.01 1.46 0.38
C -1.46 -1.38 -0.24
C -0.42 -1.02 0.70
C -1.18 0.31 1.02
N -0.86 2.42 -0.37
N 2.05 -0.30 -0.81
O -2.30 -1.60 -0.89
H -0.38 -1.60 1.57
H 0.63 -0.89 0.32
H -1.73 0.39 1.93
H -0.28 3.14 -0.68
H 2.83 -0.31 -0.16
H 2.11 0.51 -1.45
H 1.98 -1.13 -1.31
*
```

Here is what Löwdin gives for the atomic charges, in e: -0.09 -0.03 -0.04 -0.09 0.27 0.03 0.40 0.13 0.10 0.12 0.08 0.05 0.06 0.01


2.
Density functional theory data (ωB97M-V/def2-TZVPD) for C6H11N in the gas phase.

Frontier orbital gap, Eh: 0.3063
Calculated total energy, eV: -7886.513

Structure (ORCA input):
```
! RIJCOSX wB97M-V def2-TZVPD def2/J DEFGRID3
* xyz 0 1
C 1.23 -1.40 -0.10
C 1.52 1.05 0.46
C -1.00 -0.08 -0.03
C 0.63 0.00 -0.20
N -1.68 -1.30 0.23
C -0.27 0.26 -1.29
C -1.53 1.19 0.23
H -2.10 -1.70 -0.59
H -2.35 -1.21 0.98
H -0.40 1.10 -1.96
H 1.36 -1.69 0.95
H 2.21 -1.41 -0.59
H 0.60 -2.14 -0.58
H 1.74 0.79 1.50
H 2.47 1.09 -0.07
H 1.09 2.05 0.43
H -2.60 1.36 0.14
H -0.92 2.03 0.50
*
```

Here is what Löwdin gives for the atomic charges, in e: -0.05 -0.05 -0.56 -0.44 0.10 0.05 0.12 0.09 0.08 0.08 0.08 0.08 0.07 0.08 0.08 0.06 0.08 0.05


3.
Density functional theory data (ωB97M-V/def2-TZVPD) for C14H31N4O4PS as an isolated structure.

Frontier orbital gap, Eh: 0.2944
Calculated total energy, eV: -49292.082

Structure (ORCA input):
```
! RIJCOSX wB97M-V def2-TZVPD def2/J DEFGRID3
* xyz 0 1
N -0.10 2.26 -4.33
P -0.13 2.62 -2.79
C -1.82 2.48 -2.10
C -2.68 1.77 -2.89
C -4.02 1.63 -2.48
N -4.98 0.95 -3.13
S -6.31 1.12 -2.27
N -5.77 2.02 -1.04
C -4.48 2.23 -1.29
C -3.55 2.95 -0.49
C -2.24 3.08 -0.85
C -1.35 3.89 0.06
C -0.01 3.25 0.47
C -0.07 1.74 0.73
C -0.64 1.37 2.12
N -1.99 0.77 2.00
H 0.24 3.06 -4.84
H 0.65 1.76 -2.01
H 0.33 3.90 -2.46
H -2.34 1.35 -3.83
H -3.90 3.42 0.42
H -1.91 4.04 0.98
H -1.20 4.89 -0.36
H 0.75 3.46 -0.28
H 0.34 3.72 1.38
H 0.96 1.39 0.75
H -0.56 1.17 -0.05
H 0.02 0.65 2.58
H -0.66 2.29 2.69
H -2.60 1.23 2.67
H -2.39 1.00 1.10
C 4.20 1.86 -3.29
O 2.97 2.49 -3.60
H 4.44 2.07 -2.25
H 4.13 0.78 -3.42
H 5.01 2.24 -3.92
H 2.75 2.30 -4.52
C 2.84 -1.65 1.66
O 2.00 -0.67 1.04
H 3.12 -1.28 2.65
H 2.30 -2.59 1.77
H 3.75 -1.81 1.07
H 1.76 -1.01 0.17
C 0.13 -4.78 3.19
O 0.64 -3.49 3.53
H 0.75 -5.53 3.67
H -0.90 -4.89 3.56
H 0.15 -4.93 2.12
H 0.08 -2.83 3.10
C 2.32 -8.06 2.39
O 1.16 -7.35 2.00
H 2.56 -7.77 3.41
H 2.15 -9.14 2.37
H 3.17 -7.81 1.75
H 0.95 -7.61 1.10
*
```

Here is what Löwdin gives for the atomic charges, in e: -0.30 0.76 -0.28 -0.02 -0.36 -0.23 1.01 -0.22 -0.37 0.01 -0.23 -0.15 -0.21 -0.22 -0.25 0.00 -0.04 0.01 0.02 0.10 0.12 0.11 0.12 0.07 0.11 0.08 0.09 0.09 0.10 0.06 0.03 -0.16 -0.17 0.08 0.08 0.07 0.06 -0.14 -0.14 0.08 0.06 0.08 0.08 -0.15 -0.14 0.06 0.08 0.07 0.07 -0.15 -0.14 0.08 0.08 0.08 0.08


4.
Density functional theory data (ωB97M-V/def2-TZVPD) for C46H43BrClN13O6S2Sn as an isolated structure.

Frontier orbital gap, Eh: 0.2577
Calculated total energy, eV: -190126.610

Structure (ORCA input):
```
! RIJCOSX wB97M-V def2-TZVPD def2/J DEFGRID3
* xyz 0 1
Sn -0.02 0.44 0.20
Br 1.48 5.80 -4.84
C -0.13 6.05 -3.86
C -1.32 6.21 -4.54
C -2.49 6.40 -3.82
C -2.48 6.40 -2.44
C -1.26 6.27 -1.77
C -0.09 6.09 -2.48
N -3.70 6.73 -1.76
N -4.03 6.18 -0.69
C -3.38 5.03 -0.20
C -3.10 5.02 1.15
C -2.26 4.06 1.73
C -1.69 3.04 0.97
O -0.86 2.18 1.45
C -2.13 2.94 -0.41
N -1.69 1.85 -1.09
C -2.08 1.67 -2.34
C -2.97 2.56 -2.98
C -3.42 3.66 -2.30
C -2.97 3.91 -0.99
H -1.34 6.20 -5.63
H -3.44 6.54 -4.34
H -1.23 6.30 -0.69
H 0.86 5.98 -1.96
H -3.49 5.84 1.74
H -2.00 4.12 2.78
H -1.69 0.80 -2.84
H -3.29 2.35 -3.99
H -4.14 4.32 -2.76
O 0.92 -3.53 -5.15
C 1.11 -4.38 -4.17
O 1.44 -5.53 -4.36
C 0.91 -3.87 -2.77
C 1.10 -4.66 -1.65
Cl 1.47 -6.31 -1.52
N 0.85 -3.90 -0.55
N 0.52 -2.65 -0.89
C 0.55 -2.61 -2.21
C 0.19 -1.29 -2.86
O 0.21 -1.21 -4.11
O -0.13 -0.34 -2.10
C 0.90 -4.27 0.82
C -0.20 -3.99 1.62
C -0.17 -4.33 2.96
C 0.95 -4.95 3.50
C 2.04 -5.23 2.69
C 2.03 -4.88 1.35
H 0.62 -2.64 -4.81
H -1.06 -3.51 1.17
H -1.02 -4.10 3.60
H 0.97 -5.22 4.55
H 2.92 -5.70 3.11
H 2.89 -5.06 0.72
N -3.37 -1.92 2.57
C -3.89 -2.32 1.36
C -3.07 -1.80 0.42
N -2.06 -1.09 1.03
C -2.27 -1.18 2.33
C -1.39 -0.57 3.32
N -0.22 -0.06 3.01
C 0.28 0.47 4.17
C -0.59 0.26 5.20
N -1.66 -0.40 4.64
H -3.76 -2.15 3.47
H -4.78 -2.93 1.29
H -3.12 -1.88 -0.65
H 1.24 0.96 4.18
H -0.55 0.53 6.24
H -2.50 -0.66 5.13
C 6.57 4.03 1.52
C 6.20 2.66 2.08
C 5.23 1.93 1.17
N 4.71 0.74 1.85
C 4.01 -0.27 1.32
S 2.96 -1.21 2.19
N 4.18 -0.51 -0.05
C 5.31 -0.46 -0.84
O 5.20 -0.31 -2.04
C 6.64 -0.66 -0.18
C 7.73 0.05 -0.66
C 8.96 -0.08 -0.04
C 9.11 -0.96 1.03
C 8.03 -1.71 1.47
C 6.79 -1.56 0.86
H 7.26 4.55 2.19
H 5.68 4.65 1.41
H 7.04 3.95 0.54
H 5.75 2.78 3.07
H 7.10 2.05 2.21
H 5.75 1.63 0.26
H 4.41 2.58 0.88
H 4.53 0.86 2.84
H 3.31 -0.62 -0.55
H 7.60 0.72 -1.50
H 9.81 0.48 -0.40
H 10.07 -1.06 1.52
H 8.15 -2.42 2.28
H 5.95 -2.15 1.20
C 3.01 0.42 -4.58
N 2.96 1.00 -3.24
C 2.01 1.75 -2.66
S 2.15 2.08 -0.97
N 0.98 2.28 -3.31
C 0.56 2.13 -4.70
H 3.68 -0.43 -4.53
H 3.41 1.12 -5.32
H 2.03 0.07 -4.89
H 3.74 0.78 -2.65
H 0.30 2.68 -2.69
H 0.10 1.15 -4.88
H 1.39 2.28 -5.38
H -0.18 2.90 -4.90
*
```

These are the Löwdin partial charges, in e, on atoms 1 to 99: 1.27 0.74 -0.69 -0.13 -0.04 -0.29 -0.02 -0.11 0.07 0.07 -0.27 -0.03 -0.01 -0.38 -0.25 -0.14 0.05 -0.13 -0.02 0.00 -0.11 0.10 0.12 0.12 0.11 0.11 0.11 0.10 0.11 0.12 0.12 -0.52 0.06 -0.04 -0.58 0.82 -0.08 0.16 -0.12 -0.56 0.00 -0.23 -0.21 -0.01 -0.08 -0.08 -0.07 -0.05 0.07 0.09 0.10 0.10 0.11 0.11 0.11 -0.07 -0.12 0.04 -0.28 -0.29 0.05 -0.13 -0.07 0.11 0.15 0.11 0.12 0.10 0.11 0.15 -0.10 -0.24 -0.19 0.03 -0.88 0.66 0.10 -0.41 0.07 -0.16 -0.03 -0.07 -0.08 -0.07 -0.02 0.07 0.08 0.08 0.11 0.11 0.10 0.09 0.12 0.11 0.12 0.11 0.10 0.11 0.11


5.
Density functional theory data (ωB97M-V/def2-TZVPD) for C2H3Cl2FO in the gas phase.

Frontier orbital gap, Eh: 0.4219
SMILES string: OC(Cl)(Cl)CF
Calculated total energy, eV: -31931.845

Structure (ORCA input):
```
! RIJCOSX wB97M-V def2-TZVPD def2/J DEFGRID3
* xyz 0 1
O -0.40 0.61 -1.44
C -0.70 0.68 -0.19
Cl -1.50 -1.09 0.32
Cl -1.99 1.88 0.11
C 0.49 0.87 0.71
F 1.40 0.03 0.21
H 0.19 -0.15 -1.56
H 0.97 1.78 0.56
H 0.22 0.70 1.76
*
```

Here is what Löwdin gives for the atomic charges, in e: -0.02 -1.14 0.43 0.67 -0.28 -0.01 0.12 0.12 0.13


6.
Density functional theory data (ωB97M-V/def2-TZVPD) for an isolated ion of composition C2H3NO3 and charge +1.

Frontier orbital gap (alpha / beta), Eh: 0.4106 / 0.2010
Calculated total energy, eV: -9743.905

Structure (ORCA input):
```
! RIJCOSX wB97M-V def2-TZVPD def2/J DEFGRID3
* xyz 1 2
O 0.23 1.49 1.17
C 0.95 0.91 0.47
N 0.53 -0.15 -0.32
C -0.70 -0.87 -0.50
O -1.82 -0.39 0.05
O -0.93 -1.79 -1.23
H 1.97 1.26 0.50
H 1.30 -0.83 -0.72
H -1.53 0.36 0.60
*
```

Here is what Löwdin gives for the atomic charges, in e: 0.16 -0.26 0.19 -0.37 0.25 0.49 0.17 0.23 0.14


7.
Density functional theory data (ωB97M-V/def2-TZVPD) for CH2Cl2N2 in the gas phase.

Frontier orbital gap (alpha / beta), Eh: 0.2881 / 0.2882
Calculated total energy, eV: -29089.522

Structure (ORCA input):
```
! RIJCOSX wB97M-V def2-TZVPD def2/J DEFGRID3
* xyz 0 1
C -0.89 -0.66 0.27
N 0.89 0.68 0.76
N 0.14 0.07 0.07
Cl 1.71 2.04 0.23
Cl 0.75 -0.13 -1.81
H -1.21 -1.35 -0.68
H -1.39 -0.65 1.15
*
```

Here is what Löwdin gives for the atomic charges, in e: -0.03 -0.49 -0.56 0.59 0.32 0.12 0.05


8.
Density functional theory data (ωB97M-V/def2-TZVPD) for a 14-piece molecular cluster, C15H58N8O14 overall.

Frontier orbital gap, Eh: 0.3235
Calculated total energy, eV: -57073.956

Structure (ORCA input):
```
! RIJCOSX wB97M-V def2-TZVPD def2/J DEFGRID3
* xyz 0 1
C -0.82 25.03 -3.06
C 0.52 24.33 -3.39
O 1.26 24.20 -2.16
H -0.86 26.16 -3.09
H -1.32 24.73 -2.17
H -1.46 24.72 -3.88
H 1.08 24.91 -4.19
H 0.38 23.29 -3.73
H 0.95 23.56 -1.58
C -3.91 24.20 0.33
O -3.66 25.55 0.50
N -3.68 23.21 1.09
N -4.43 23.80 -0.77
H -3.21 23.58 1.97
H -3.64 22.18 0.83
H -4.67 24.59 -1.33
H -4.91 22.88 -0.84
C -4.82 21.73 -4.95
O -4.21 22.85 -4.24
N -4.23 20.92 -5.80
N -6.06 21.33 -4.83
H -3.28 21.18 -6.01
H -4.60 20.04 -6.26
H -6.54 21.87 -4.14
H -6.46 20.42 -5.21
C -1.08 22.12 -1.19
O 0.09 21.61 -1.67
N -1.18 22.70 -0.04
N -2.18 22.14 -1.87
H -0.38 22.59 0.60
H -2.08 22.95 0.36
H -2.24 21.68 -2.75
H -2.79 22.82 -1.65
C -5.00 20.71 -0.14
O -5.93 20.21 0.76
N -5.33 21.27 -1.26
N -3.71 20.66 0.07
H -6.32 21.22 -1.64
H -4.47 21.39 -1.86
H -3.34 20.12 0.91
H -2.94 20.92 -0.63
C -3.82 18.46 -2.80
O -3.34 19.72 -3.32
H -3.84 18.51 -1.72
H -3.10 17.74 -3.11
H -4.84 18.23 -3.24
H -3.58 19.82 -4.20
C -1.08 18.74 -0.17
O -0.68 17.75 -0.98
H -1.67 19.44 -0.64
H -0.24 19.17 0.40
H -1.78 18.43 0.63
H -0.46 18.11 -1.87
C 0.26 19.17 -3.47
O -0.45 17.98 -3.52
H -0.34 20.08 -3.45
H 0.92 19.10 -4.29
H 0.95 19.29 -2.62
H 0.13 17.25 -3.51
C 4.44 20.57 -2.14
O 3.11 21.07 -1.83
H 4.51 19.56 -1.73
H 5.14 21.26 -1.65
H 4.61 20.63 -3.21
H 2.78 20.48 -1.08
C 1.77 21.48 1.30
O 1.12 22.42 2.05
H 2.74 20.97 1.63
H 2.03 21.98 0.33
H 1.13 20.64 1.09
H 1.66 22.54 2.80
C -1.70 20.54 2.59
O -2.81 19.57 2.60
H -1.37 20.62 3.63
H -2.28 21.46 2.26
H -0.91 20.33 1.93
H -3.44 19.74 3.37
C 2.67 20.70 -5.18
O 1.64 21.45 -4.54
H 2.21 20.42 -6.13
H 2.83 19.71 -4.66
H 3.60 21.24 -5.29
H 2.00 21.83 -3.74
C -0.88 20.61 -6.60
O -1.24 21.47 -5.48
H 0.06 20.88 -7.09
H -1.68 20.67 -7.32
H -0.80 19.56 -6.24
H -0.50 21.38 -4.86
C -0.30 26.17 0.56
O -0.26 24.96 1.18
H 0.59 26.29 -0.10
H -0.35 26.91 1.34
H -1.17 26.20 -0.16
H -0.86 24.35 0.72
*
```

Here is what Löwdin gives for the atomic charges, in e: -0.07 -0.25 -0.09 0.09 0.02 0.06 0.13 0.07 -0.01 -0.67 -0.09 0.13 0.16 0.17 0.07 0.13 0.07 -0.55 -0.16 0.13 0.15 0.07 0.16 0.10 0.16 -0.59 -0.07 0.20 0.20 0.11 0.05 0.09 0.03 -0.64 -0.11 0.13 0.12 0.18 0.11 0.11 0.10 -0.09 -0.13 0.07 0.06 0.10 -0.01 -0.22 -0.08 0.03 0.07 0.09 0.02 -0.16 -0.09 0.06 0.05 0.10 0.09 -0.11 -0.17 0.08 0.08 0.05 0.09 -0.19 -0.08 0.11 0.08 0.04 0.07 -0.09 -0.18 0.10 0.07 0.02 0.14 -0.14 -0.14 0.07 0.09 0.08 0.05 -0.12 -0.15 0.08 0.06 0.09 0.03 -0.20 -0.14 0.08 0.08 0.08 0.02